Density functional theory data (ωB97M-V/def2-TZVPD) for 9 unconnected molecules or ions with the total composition C34H92N6O14 in a non-equilibrium geometry.

Each atom is followed by the atoms it is bonded to, with distances in Å.
CARTESIAN COORDINATES (ANGSTROEM)
1 C -2.532 2.617 1.290  O2 1.468, H7 1.090, H8 1.090, H9 1.090
2 O -3.372 3.643 1.921  C1 1.468, C3 1.343
3 C -3.086 4.897 1.533  O2 1.343, C4 1.565, H10 1.090, H11 1.090
4 C -4.419 5.716 1.525  C3 1.565, C5 1.536, N6 1.428, H12 1.090
5 C -4.202 7.220 1.299  C4 1.536, H13 1.090, H14 1.090, H15 1.090
6 N -5.146 5.591 2.748  C4 1.428, H16 1.010, H17 1.010
7 H -2.704 1.681 1.821  C1 1.090
8 H -1.445 2.699 1.299  C1 1.090
9 H -2.693 2.632 0.212  C1 1.090
10 H -2.325 5.214 2.247  C3 1.090
11 H -2.695 4.924 0.516  C3 1.090
12 H -5.082 5.301 0.766  C4 1.090
13 H -3.275 7.566 1.755  C5 1.090
14 H -4.961 7.940 1.606  C5 1.090
15 H -4.014 7.281 0.227  C5 1.090
16 H -5.939 6.200 2.606  N6 1.010
17 H -5.607 4.692 2.758  N6 1.010
18 C 5.109 0.671 -2.088  O19 1.419, H24 1.090, H25 1.090, H26 1.090
19 O 4.424 0.486 -3.316  C18 1.419, C20 1.407
20 C 3.223 -0.243 -3.229  O19 1.407, C21 1.471, H27 1.090, H28 1.090
21 C 3.413 -1.702 -3.246  C20 1.471, C22 1.579, N23 1.421, H29 1.090
22 C 3.549 -2.314 -4.695  C21 1.579, H30 1.090, H31 1.090, H32 1.090
23 N 2.180 -2.305 -2.876  C21 1.421, H33 1.010, H34 1.010
24 H 5.890 1.431 -2.112  C18 1.090
25 H 5.654 -0.260 -1.936  C18 1.090
26 H 4.474 1.065 -1.293  C18 1.090
27 H 2.795 0.055 -2.272  C20 1.090
28 H 2.429 0.069 -3.907  C20 1.090
29 H 4.195 -2.138 -2.624  C21 1.090
30 H 2.802 -1.759 -5.262  C22 1.090
31 H 3.445 -3.398 -4.740  C22 1.090
32 H 4.506 -2.120 -5.179  C22 1.090
33 H 2.507 -2.700 -2.006  N23 1.010
34 H 1.935 -3.134 -3.399  N23 1.010
35 C 4.320 -0.313 2.662  O36 1.424, H41 1.090, H42 1.090, H43 1.090
36 O 3.582 -0.452 1.453  C35 1.424, C37 1.469
37 C 3.339 -1.745 0.800  O36 1.469, C38 1.464, H44 1.090, H45 1.090
38 C 2.551 -2.649 1.640  C37 1.464, C39 1.570, N40 1.507, H46 1.090
39 C 2.134 -3.865 0.739  C38 1.570, H47 1.090, H48 1.090, H49 1.090
40 N 1.432 -1.927 2.347  C38 1.507, H50 1.010, H51 1.010
41 H 4.355 0.777 2.651  C35 1.090
42 H 5.288 -0.815 2.666  C35 1.090
43 H 3.721 -0.660 3.503  C35 1.090
44 H 2.871 -1.630 -0.178  C37 1.090
45 H 4.313 -2.136 0.505  C37 1.090
46 H 3.187 -3.105 2.398  C38 1.090
47 H 1.421 -3.574 -0.033  C39 1.090
48 H 1.751 -4.706 1.317  C39 1.090
49 H 2.942 -4.336 0.180  C39 1.090
50 H 0.954 -1.529 1.552  N40 1.010
51 H 0.680 -2.544 2.620  N40 1.010
52 C 0.369 0.497 4.370  O53 1.442, H58 1.090, H59 1.090, H60 1.090
53 O 1.059 1.717 4.710  C52 1.442, C54 1.454
54 C 0.558 2.905 4.039  O53 1.454, C55 1.571, H61 1.090, H62 1.090
55 C 1.425 3.407 2.829  C54 1.571, C56 1.534, N57 1.418, H63 1.090
56 C 0.842 4.631 2.111  C55 1.534, H64 1.090, H65 1.090, H66 1.090
57 N 1.558 2.405 1.836  C55 1.418, H67 1.010, H68 1.010
58 H -0.706 0.592 4.524  C52 1.090
59 H 0.639 -0.369 4.975  C52 1.090
60 H 0.471 0.119 3.353  C52 1.090
61 H -0.520 2.832 3.897  C54 1.090
62 H 0.683 3.671 4.805  C54 1.090
63 H 2.445 3.701 3.079  C55 1.090
64 H 1.094 5.585 2.575  C56 1.090
65 H -0.239 4.557 1.995  C56 1.090
66 H 1.173 4.572 1.074  C56 1.090
67 H 2.314 2.708 1.239  N57 1.010
68 H 1.911 1.565 2.273  N57 1.010
69 C -3.512 0.655 -3.343  O70 1.417, H78 1.090, H79 1.090, H80 1.090
70 O -4.563 -0.237 -3.672  C69 1.417, C71 1.421
71 C -4.339 -1.117 -4.765  O70 1.421, C72 1.478, H81 1.090, H82 1.090
72 C -5.328 -2.184 -5.026  C71 1.478, N73 1.429, H83 1.090, H84 1.090
73 N -5.118 -3.321 -4.185  C72 1.429, C74 1.495, H85 1.010
74 C -5.268 -3.081 -2.717  N73 1.495, C75 1.557, H86 1.090, H87 1.090
75 C -5.109 -4.434 -1.962  C74 1.557, O76 1.371, H88 1.090, H89 1.090
76 O -3.965 -5.036 -2.422  C75 1.371, C77 1.436
77 C -4.209 -6.451 -2.439  O76 1.436, H90 1.090, H91 1.090, H92 1.090
78 H -3.831 1.281 -2.509  C69 1.090
79 H -3.318 1.097 -4.320  C69 1.090
80 H -2.543 0.296 -2.995  C69 1.090
81 H -3.311 -1.453 -4.631  C71 1.090
82 H -4.455 -0.469 -5.634  C71 1.090
83 H -5.301 -2.550 -6.053  C72 1.090
84 H -6.294 -1.764 -4.749  C72 1.090
85 H -4.182 -3.638 -4.388  N73 1.010
86 H -6.182 -2.602 -2.365  C74 1.090
87 H -4.490 -2.392 -2.389  C74 1.090
88 H -6.030 -4.933 -2.262  C75 1.090
89 H -5.141 -4.357 -0.875  C75 1.090
90 H -4.943 -6.581 -3.234  C77 1.090
91 H -4.664 -6.979 -1.601  C77 1.090
92 H -3.230 -6.927 -2.494  C77 1.090
93 C 2.179 -5.423 6.156  O94 1.381, H102 1.090, H103 1.090, H104 1.090
94 O 0.847 -5.562 5.823  C93 1.381, C95 1.443
95 C 0.150 -4.318 6.041  O94 1.443, C96 1.537, H105 1.090, H106 1.090
96 C -1.347 -4.596 5.825  C95 1.537, N97 1.490, H107 1.090, H108 1.090
97 N -1.773 -4.555 4.398  C96 1.490, C98 1.444, H109 1.010
98 C -0.953 -5.276 3.453  N97 1.444, C99 1.521, H110 1.090, H111 1.090
99 C -1.179 -4.729 2.052  C98 1.521, O100 1.471, H112 1.090, H113 1.090
100 O -0.946 -3.277 2.054  C99 1.471, C101 1.339
101 C -1.890 -2.438 1.610  O100 1.339, H114 1.090, H115 1.090, H116 1.090
102 H 2.463 -4.800 7.004  C93 1.090
103 H 2.690 -5.046 5.269  C93 1.090
104 H 2.637 -6.382 6.396  C93 1.090
105 H 0.523 -3.482 5.449  C95 1.090
106 H 0.344 -3.767 6.961  C95 1.090
107 H -1.866 -3.882 6.464  C96 1.090
108 H -1.587 -5.548 6.299  C96 1.090
109 H -1.672 -3.628 4.009  N97 1.010
110 H -1.178 -6.343 3.447  C98 1.090
111 H 0.123 -5.233 3.622  C98 1.090
112 H -2.235 -4.968 1.924  C99 1.090
113 H -0.620 -5.184 1.233  C99 1.090
114 H -1.997 -2.546 0.530  C101 1.090
115 H -1.655 -1.424 1.932  C101 1.090
116 H -2.828 -2.706 2.097  C101 1.090
117 O 6.115 3.849 -1.288  C118 1.437, H121 0.960
118 C 4.761 4.116 -1.688  O117 1.437, C119 1.546, H122 1.090, H123 1.090
119 C 3.919 4.397 -0.421  C118 1.546, O120 1.353, H124 1.090, H125 1.090
120 O 3.932 3.343 0.428  C119 1.353, H126 0.960
121 H 6.133 3.059 -0.744  O117 0.960
122 H 4.679 5.069 -2.211  C118 1.090
123 H 4.446 3.232 -2.242  C118 1.090
124 H 2.902 4.462 -0.809  C119 1.090
125 H 4.158 5.368 0.011  C119 1.090
126 H 4.744 3.486 0.920  O120 0.960
127 O -0.727 5.639 -6.151  C128 1.418, H131 0.960
128 C 0.550 5.100 -6.447  O127 1.418, C129 1.483, H132 1.090, H133 1.090
129 C 1.136 4.557 -5.198  C128 1.483, O130 1.386, H134 1.090, H135 1.090
130 O 0.505 3.465 -4.624  C129 1.386, H136 0.960
131 H -1.226 4.999 -5.638  O127 0.960
132 H 0.400 4.376 -7.248  C128 1.090
133 H 1.237 5.854 -6.832  C128 1.090
134 H 1.276 5.248 -4.367  C129 1.090
135 H 2.126 4.245 -5.531  C129 1.090
136 H 1.007 3.091 -3.896  O130 0.960
137 O 0.018 -0.878 -0.998  C138 1.362, H141 0.960
138 C 0.499 0.197 -0.314  O137 1.362, C139 1.561, H142 1.090, H143 1.090
139 C 0.308 1.576 -1.021  C138 1.561, O140 1.396, H144 1.090, H145 1.090
140 O 1.532 2.077 -1.468  C139 1.396, H146 0.960
141 H 0.721 -1.155 -1.590  O137 0.960
142 H 0.003 -0.012 0.634  C138 1.090
143 H 1.562 0.049 -0.126  C138 1.090
144 H -0.047 2.244 -0.236  C139 1.090
145 H -0.548 1.495 -1.691  C139 1.090
146 H 2.023 2.340 -0.687  O140 0.960

Summary:
energy above the lowest of the compared OMol25 structures with the same formula, charge and spin: 120.9 kcal/mol
net charge: 0
SMILES string: COC[C@H](C)N.COC[C@H](C)N.COC[C@H](C)N.COC[C@H](C)N.COCCNCCOC.COCCNCCOC.OCCO.OCCO.OCCO